The following is a quantum chemistry calculation of the molecule C5H7NO, from the OMol25 dataset.

The geometry in ORCA input format:
```
! RIJCOSX wB97M-V def2-TZVPD def2/J DEFGRID3
* xyz 0 1
H -2.40 -1.81 -1.20
N -2.19 -1.16 -0.46
C -0.99 -0.79 -0.32
O 0.14 -1.15 -1.02
C 1.34 -0.53 -0.45
C 0.87 0.38 0.67
C -0.03 1.48 0.21
C -0.62 0.19 0.72
H 1.80 0.00 -1.28
H 2.07 -1.25 -0.06
H 1.42 0.46 1.60
H -0.05 1.67 -0.86
H -0.18 2.35 0.83
H -1.19 0.16 1.63
*
```

The calculation puts the max |F| at 0.70 eV/Å. The value obtained for the frontier orbital gap is 10.8 eV. As for the HOMO energy: -9.7 eV. For the molar mass, the calculation gives 97.12 g mol⁻¹. Its calculated total energy is -324.6772 hartree. Its structure (SMILES) is [H]/N=C1\OC[C@H]2C[C@@H]12. As for the energy above the lowest of the compared OMol25 structures with the same formula, charge and spin: 1.2857 eV.